Record 1
Below is a molecular structure, C31H41LuN9O in a non-equilibrium geometry, with properties calculated with ωB97M-V/def2-TZVPD.

Cartesian coordinates (Å):
1 Lu -8.67 12.21 13.50
2 C -7.23 9.74 14.69
3 N -8.66 10.13 14.61
4 C -9.21 10.28 16.01
5 C -9.97 11.57 16.17
6 N -9.99 12.52 15.24
7 C -10.81 13.54 15.68
8 C -11.28 14.66 15.04
9 C -12.42 15.27 15.58
10 C -13.05 14.78 16.70
11 C -12.38 13.83 17.54
12 C -11.29 13.17 16.95
13 N -10.70 11.93 17.25
14 C -6.39 10.98 15.02
15 N -6.82 12.24 14.93
16 C -5.89 13.03 15.63
17 C -5.93 14.41 15.93
18 C -4.79 14.89 16.56
19 C -3.70 14.06 16.95
20 C -3.71 12.72 16.72
21 C -4.84 12.17 16.07
22 N -5.25 10.88 15.75
23 H -6.83 9.31 13.79
24 H -7.14 9.00 15.56
25 H -9.23 9.41 14.12
26 H -8.42 10.28 16.78
27 H -9.88 9.45 16.28
28 H -10.78 15.15 14.18
29 H -12.75 16.21 15.08
30 H -14.00 15.21 16.99
31 H -12.81 13.52 18.50
32 H -10.69 11.43 18.14
33 H -6.81 14.98 15.64
34 H -4.66 16.00 16.73
35 H -2.90 14.54 17.58
36 H -2.86 12.07 17.01
37 H -4.75 9.98 15.92
38 N -6.86 9.84 8.11
39 C -7.56 10.86 9.04
40 C -7.21 10.64 10.48
41 N -7.67 11.84 11.26
42 H -7.01 10.11 7.13
43 H -7.22 8.86 8.18
44 H -5.82 9.84 8.28
45 H -8.69 10.80 8.80
46 H -7.20 11.79 8.66
47 H -6.13 10.42 10.59
48 H -7.66 9.74 10.87
49 H -8.44 12.23 10.70
50 H -6.94 12.58 11.20
51 C -8.70 14.41 12.91
52 C -8.61 15.52 12.38
53 C -8.76 16.77 11.79
54 C -7.62 17.53 11.49
55 C -7.83 18.76 10.91
56 C -9.10 19.29 10.70
57 C -10.22 18.52 11.03
58 C -10.04 17.24 11.53
59 H -6.67 17.15 11.78
60 H -6.99 19.38 10.73
61 H -9.24 20.28 10.34
62 H -11.27 18.88 10.82
63 H -10.86 16.52 11.68
64 C -13.53 9.74 11.80
65 N -12.07 10.03 11.90
66 C -11.18 8.89 12.08
67 C -11.57 11.27 11.91
68 O -10.43 11.44 12.47
69 N -12.14 12.20 11.14
70 C -12.84 11.83 9.90
71 C -11.97 13.59 11.45
72 H -13.81 9.18 12.74
73 H -13.68 9.10 10.96
74 H -14.12 10.63 11.80
75 H -11.15 8.28 11.21
76 H -11.49 8.33 12.98
77 H -10.17 9.26 12.20
78 H -12.82 10.76 9.78
79 H -12.33 12.30 9.06
80 H -13.85 12.17 9.89
81 H -12.21 13.76 12.49
82 H -12.69 14.07 10.81
83 H -11.01 14.00 11.15

Summary:
Frontier orbital gap, eV: 6.15
Energy relative to the best compared isomer or geometry (same formula, charge and spin), kcal per mole: 17.4
HOMO, hartree: -0.5184
Total charge: +3

Record 2
Below is a molecular structure, C31H41LuN9O in a non-equilibrium geometry, with properties calculated with ωB97M-V/def2-TZVPD.

Cartesian coordinates (Å):
1 Lu -0.51 0.55 0.12
2 C -3.76 0.87 0.78
3 N -2.78 1.32 -0.21
4 C -2.73 2.79 -0.30
5 C -1.49 3.35 0.34
6 N -0.39 2.67 0.69
7 C 0.54 3.63 1.20
8 C 1.85 3.50 1.65
9 C 2.55 4.68 1.97
10 C 1.90 5.92 1.89
11 C 0.60 6.07 1.40
12 C -0.07 4.90 1.04
13 N -1.33 4.71 0.51
14 C -3.08 -0.18 1.64
15 N -1.79 -0.45 1.77
16 C -1.68 -1.38 2.82
17 C -0.57 -2.03 3.39
18 C -0.83 -3.09 4.27
19 C -2.18 -3.43 4.62
20 C -3.28 -2.71 4.15
21 C -3.02 -1.71 3.24
22 N -3.85 -0.87 2.50
23 H -4.61 0.35 0.31
24 H -4.13 1.70 1.43
25 H -3.05 0.94 -1.14
26 H -3.54 3.23 0.25
27 H -2.79 3.16 -1.34
28 H 2.28 2.49 1.73
29 H 3.60 4.60 2.31
30 H 2.45 6.78 2.28
31 H 0.08 7.04 1.30
32 H -2.04 5.45 0.38
33 H 0.41 -1.73 3.01
34 H -0.01 -3.74 4.62
35 H -2.25 -4.32 5.29
36 H -4.27 -2.98 4.46
37 H -4.87 -0.88 2.53
38 N -0.91 -5.24 -1.23
39 C -0.16 -3.94 -1.55
40 C -0.79 -2.71 -0.90
41 N 0.15 -1.58 -0.88
42 H -0.50 -6.03 -1.77
43 H -1.88 -5.15 -1.64
44 H -0.98 -5.44 -0.21
45 H -0.11 -3.81 -2.64
46 H 0.84 -4.09 -1.13
47 H -1.17 -2.88 0.16
48 H -1.65 -2.43 -1.52
49 H 0.46 -1.38 -1.84
50 H 0.99 -1.76 -0.30
51 C 1.49 0.31 1.24
52 C 2.31 -0.42 1.79
53 C 3.01 -1.62 2.11
54 C 2.43 -2.88 1.91
55 C 3.13 -4.03 2.24
56 C 4.42 -3.98 2.77
57 C 4.96 -2.71 2.98
58 C 4.30 -1.56 2.66
59 H 1.40 -2.95 1.61
60 H 2.64 -4.99 1.99
61 H 4.98 -4.93 2.95
62 H 5.95 -2.60 3.40
63 H 4.70 -0.56 2.88
64 C -0.72 2.16 -5.47
65 N -0.67 1.17 -4.39
66 C -1.76 0.18 -4.45
67 C 0.14 1.29 -3.27
68 O -0.25 0.96 -2.11
69 N 1.43 1.67 -3.46
70 C 2.14 1.53 -4.74
71 C 2.25 1.87 -2.26
72 H -1.74 2.57 -5.54
73 H -0.53 1.67 -6.42
74 H -0.02 3.02 -5.29
75 H -1.83 -0.15 -5.49
76 H -2.73 0.59 -4.15
77 H -1.48 -0.63 -3.76
78 H 1.45 1.22 -5.54
79 H 2.95 0.75 -4.67
80 H 2.64 2.50 -5.02
81 H 1.68 2.46 -1.55
82 H 3.14 2.40 -2.61
83 H 2.54 0.91 -1.77

Summary:
Frontier orbital gap, eV: 6.90
Energy relative to the best compared isomer or geometry (same formula, charge and spin), kcal per mole: 0.0
HOMO, hartree: -0.5436
Total charge: +3

Record 3
Below is a molecular structure, C31H41N8NaOS4SeSi, with properties calculated with ωB97M-V/def2-TZVPD.

Cartesian coordinates (Å):
1 Na 0.34 0.14 0.01
2 C -2.66 0.95 -2.95
3 C -1.81 2.21 -3.06
4 S -0.27 2.19 -2.11
5 C 0.89 1.60 -3.37
6 C 0.71 0.16 -3.84
7 S 1.03 -1.05 -2.52
8 C -0.12 -2.39 -2.94
9 C -0.74 -3.01 -1.69
10 S -1.83 -1.92 -0.75
11 C -3.28 -1.89 -1.84
12 C -4.23 -0.76 -1.43
13 S -3.49 0.89 -1.35
14 H -2.02 0.07 -3.03
15 H -3.40 0.92 -3.76
16 H -2.38 3.08 -2.72
17 H -1.55 2.40 -4.10
18 H 1.87 1.74 -2.94
19 H 0.82 2.27 -4.23
20 H 1.41 -0.02 -4.67
21 H -0.29 0.00 -4.23
22 H 0.42 -3.16 -3.49
23 H -0.89 -1.99 -3.60
24 H 0.03 -3.30 -0.97
25 H -1.30 -3.91 -1.97
26 H -3.82 -2.84 -1.76
27 H -2.98 -1.77 -2.88
28 H -4.61 -0.94 -0.42
29 H -5.08 -0.75 -2.11
30 C -1.44 1.56 5.26
31 N -1.38 1.62 3.81
32 C -0.51 1.04 2.99
33 N -0.75 1.41 1.75
34 C -1.83 2.23 1.88
35 N -2.25 2.38 3.12
36 C -1.18 2.93 5.86
37 C -2.00 3.45 6.86
38 C -1.76 4.71 7.38
39 C -0.71 5.48 6.89
40 C 0.11 4.96 5.89
41 C -0.12 3.69 5.39
42 C 1.18 5.77 5.32
43 N 1.46 7.01 5.50
44 N 2.53 7.30 4.66
45 C 2.81 6.21 4.04
46 O 2.00 5.19 4.41
47 C 3.81 5.94 3.01
48 C 4.41 6.98 2.32
49 C 5.32 6.70 1.31
50 C 5.63 5.38 1.00
51 C 5.04 4.34 1.69
52 C 5.37 2.90 1.38
53 N 4.37 2.27 0.51
54 C 3.04 2.18 0.65
55 N 2.54 1.37 -0.25
56 C 3.64 0.96 -0.94
57 N 4.77 1.48 -0.51
58 C 4.14 4.62 2.71
59 H -0.69 0.84 5.58
60 H -2.42 1.18 5.57
61 H 0.25 0.33 3.29
62 H -2.33 2.70 1.04
63 H -2.84 2.87 7.22
64 H -2.40 5.11 8.15
65 H -0.52 6.48 7.27
66 H 0.50 3.30 4.60
67 H 4.15 8.01 2.57
68 H 5.79 7.51 0.77
69 H 6.34 5.17 0.20
70 H 5.43 2.31 2.30
71 H 6.31 2.80 0.85
72 H 2.48 2.71 1.41
73 H 3.61 0.25 -1.75
74 H 3.70 3.82 3.28
75 C 3.85 -2.73 0.12
76 Si 3.06 -2.36 1.79
77 C 3.48 -3.79 2.95
78 C 3.97 -0.85 2.49
79 Se 0.86 -2.10 1.65
80 H 4.94 -2.85 0.20
81 H 3.65 -1.92 -0.60
82 H 3.43 -3.65 -0.30
83 H 4.55 -3.96 3.04
84 H 3.01 -4.71 2.60
85 H 3.08 -3.57 3.95
86 H 5.02 -1.10 2.67
87 H 3.53 -0.53 3.44
88 H 3.94 -0.01 1.80

Summary:
Frontier orbital gap, eV: 6.57
Energy relative to the best compared isomer or geometry (same formula, charge and spin), kcal per mole: 4.3
HOMO, hartree: -0.2451